<A>
A cluster of 2 separate species, CH2INO2 in total. Source: the Open Molecules 2025 dataset; level of theory: wB97M-V/def2-TZVPD.

Results
HOMO (spin up / spin down) ... -8.81 / -8.25 eV
LUMO level (spin up / spin down) ... -0.65 / -0.25 eV
2S+1 ... 1
Gap between HOMO and LUMO (spin up / spin down) ... 0.30007 / 0.29381 hartree

Each line ends with the Mulliken charge.
CARTESIAN COORDINATES (ANGSTROEM)
C (1.964, -0.474, -1.306)  0.2820
N (0.601, -0.153, 0.383)  -0.3255
O (1.681, -0.704, -2.422)  -0.3356
O (-0.577, 0.244, -0.100)  -0.3015
I (3.798, -0.285, -0.361)  0.0882
H (0.421, -1.186, 0.611)  0.2497
H (-0.424, 1.141, -0.058)  0.3426

=====

<B>
The molecule CH2INO2. Source: the Open Molecules 2025 dataset; level of theory: wB97M-V/def2-TZVPD.

Results
Structure (SMILES) ... O=[N+]([O-])CI
HOMO ... -9.98 eV
LUMO level ... 0.14 eV
2S+1 ... 1
Gap between HOMO and LUMO ... 0.37172 hartree

Each line ends with the Mulliken charge.
CARTESIAN COORDINATES (ANGSTROEM)
O (-1.001, 1.685, 0.077)  -0.5180
N (-0.746, 0.581, 0.475)  0.8587
O (-1.289, -0.073, 1.293)  -0.4676
C (0.479, -0.129, -0.438)  -0.6101
I (0.951, -1.977, 0.508)  0.1060
H (0.092, -0.476, -1.340)  0.3191
H (1.514, 0.390, -0.576)  0.3119

=====

Of them, <A> has the lowest stability.

=====

<A>
A cluster of 2 separate species, C3H7O in total. Source: the Open Molecules 2025 dataset; level of theory: wB97M-V/def2-TZVPD.

Results
Charge ... -1
HOMO ... -1.40 eV
LUMO level ... 4.75 eV
2S+1 ... 1
Gap between HOMO and LUMO ... 0.22595 hartree

Each line ends with the Mulliken charge.
CARTESIAN COORDINATES (ANGSTROEM)
O (-0.916, -2.034, -1.103)  -0.8752
H (-0.202, -1.367, -0.832)  0.3097
C (-0.479, 1.766, 0.230)  -0.9294
C (0.000, 0.543, 0.621)  0.2275
C (1.053, -0.199, 0.027)  -1.2271
H (-1.464, 2.086, 0.568)  0.2120
H (-0.732, -2.740, -0.472)  0.3024
H (0.078, 2.584, -0.196)  0.2559
H (-0.592, -0.012, 1.362)  0.2172
H (1.693, -0.834, 0.641)  0.2354
H (1.562, 0.207, -0.848)  0.2716

=====

<B>
A cluster of 2 separate species, C3H7O in total. Source: the Open Molecules 2025 dataset; level of theory: wB97M-V/def2-TZVPD.

Results
Charge ... -1
HOMO ... -1.54 eV
LUMO level ... 4.85 eV
2S+1 ... 1
Gap between HOMO and LUMO ... 0.23469 hartree

Each line ends with the Mulliken charge.
CARTESIAN COORDINATES (ANGSTROEM)
O (1.852, 0.460, 1.193)  -0.9253
H (2.408, -0.133, 0.701)  0.2822
C (-0.691, -0.285, 0.761)  -1.2789
C (-1.186, 0.021, -0.557)  0.2683
C (-0.466, -0.183, -1.691)  -0.7723
H (-1.116, 0.227, 1.620)  0.3080
H (0.860, 0.130, 0.894)  0.1857
H (-0.404, -1.318, 0.941)  0.2335
H (-2.227, 0.357, -0.593)  0.2321
H (-0.813, 0.014, -2.702)  0.2372
H (0.588, -0.429, -1.655)  0.2295

=====

<C>
A cluster of 2 separate species, C3H7O in total. Source: the Open Molecules 2025 dataset; level of theory: wB97M-V/def2-TZVPD.

Results
Charge ... -1
HOMO ... -1.05 eV
LUMO level ... 4.52 eV
2S+1 ... 1
Gap between HOMO and LUMO ... 0.20501 hartree

Each line ends with the Mulliken charge.
CARTESIAN COORDINATES (ANGSTROEM)
O (-2.215, 1.312, 0.498)  -0.7626
H (-2.703, 0.496, 0.250)  0.3418
C (1.560, -0.331, 0.864)  -0.6350
C (0.416, -0.566, 0.130)  -0.5785
C (0.154, -0.151, -1.278)  -0.7744
H (2.294, -0.953, 1.284)  0.1954
H (-1.352, 0.873, 0.538)  0.2940
H (2.087, 0.610, 0.552)  0.1133
H (-0.304, -1.221, 0.663)  0.2773
H (-0.835, -0.390, -1.634)  0.1989
H (0.898, 0.321, -1.868)  0.3298

=====

Of them, <C> has the lowest stability.

=====

<A>
The molecule C3H4OS2. Source: the Open Molecules 2025 dataset; level of theory: wB97M-V/def2-TZVPD.

Results
Structure (SMILES) ... CSC(=S)C=O
HOMO ... -9.22 eV
LUMO level ... -1.29 eV
2S+1 ... 1
Gap between HOMO and LUMO ... 0.29115 hartree

Each line ends with the Mulliken charge.
CARTESIAN COORDINATES (ANGSTROEM)
C (-1.511, -0.702, 0.015)  -0.8143
S (0.119, -1.475, -0.161)  0.0064
C (1.317, -0.243, -0.046)  0.2598
S (2.910, -0.611, -0.093)  -0.2191
C (0.967, 1.237, 0.012)  -0.0310
O (-0.112, 1.707, -0.260)  -0.4351
H (-1.566, -0.127, 0.942)  0.2950
H (-1.768, -0.079, -0.823)  0.2990
H (-2.203, -1.549, 0.093)  0.3173
H (1.847, 1.843, 0.321)  0.3219

=====

<B>
A structure of composition C3H4OS2. Source: the Open Molecules 2025 dataset; level of theory: wB97M-V/def2-TZVPD.

Results
HOMO ... -9.63 eV
LUMO level ... 0.62 eV
2S+1 ... 1
Gap between HOMO and LUMO ... 0.37667 hartree

Each line ends with the Mulliken charge.
CARTESIAN COORDINATES (ANGSTROEM)
C (2.131, 0.046, -0.707)  0.2102
C (1.229, -0.227, 0.000)  -0.6033
C (0.012, -0.562, 0.679)  -0.6414
O (-1.449, 1.552, 0.487)  -0.5589
S (-2.841, -0.914, -0.498)  -0.3032
S (-1.374, 0.273, -0.230)  0.5765
H (3.024, 0.451, -1.246)  0.3862
H (0.093, 0.451, 1.674)  0.2703
H (-0.115, -1.462, 1.228)  0.4797
H (-0.711, 0.392, -1.388)  0.1839

=====

<C>
A cluster of 2 separate species, C3H4OS2 in total. Source: the Open Molecules 2025 dataset; level of theory: wB97M-V/def2-TZVPD.

Results
HOMO ... -9.34 eV
LUMO level ... -1.31 eV
2S+1 ... 1
Gap between HOMO and LUMO ... 0.29497 hartree

Each line ends with the Mulliken charge.
CARTESIAN COORDINATES (ANGSTROEM)
C (0.353, -1.764, -0.599)  -0.0102
C (0.806, 0.584, 0.177)  0.2154
C (-0.588, 1.323, -0.023)  -0.9057
O (1.117, 0.010, 1.189)  -0.4671
S (0.732, -3.158, 0.319)  -0.0152
S (-1.221, -2.230, -0.144)  -0.0234
H (1.495, 0.796, -0.751)  0.2907
H (-1.292, 0.723, 0.396)  0.2511
H (-0.772, 1.447, -1.054)  0.3263
H (-0.630, 2.270, 0.490)  0.3381

=====

Of them, <B> has the lowest stability.

=====

<A>
A cluster of 2 separate species, C2H8N2 in total. Source: the Open Molecules 2025 dataset; level of theory: wB97M-V/def2-TZVPD.

Results
Charge ... -1
<S²> ... 0.757
HOMO (spin up / spin down) ... -1.53 / -1.18 eV
LUMO level (spin up / spin down) ... 4.85 / 3.80 eV
2S+1 ... 2
Gap between HOMO and LUMO (spin up / spin down) ... 0.23427 / 0.18317 hartree

Each line ends with the Mulliken charge.
CARTESIAN COORDINATES (ANGSTROEM)
N (-1.912, 0.318, 0.781)  -0.7914
C (-0.596, 0.088, 0.195)  -0.2881
C (0.697, -0.091, 0.771)  -0.7146
N (1.971, 0.330, 0.204)  -0.8277
H (-2.107, 1.281, 0.602)  0.2215
H (-0.515, 0.611, -0.787)  0.4414
H (-0.456, -0.807, -2.508)  0.0077
H (-1.060, -0.909, 0.147)  0.1609
H (0.728, 0.104, 1.827)  0.4508
H (1.055, -1.021, 0.571)  0.3673
H (-0.014, -1.192, -2.191)  -0.0137
H (2.208, 1.289, 0.387)  -0.0140

=====

<B>
The ion C2H8N2 with charge -1. Source: the Open Molecules 2025 dataset; level of theory: wB97M-V/def2-TZVPD.

Results
Charge ... -1
<S²> ... 0.750
HOMO (spin up / spin down) ... 1.51 / -4.63 eV
LUMO level (spin up / spin down) ... 4.76 / 4.79 eV
2S+1 ... 2
Gap between HOMO and LUMO (spin up / spin down) ... 0.11936 / 0.34616 hartree

Each line ends with the Mulliken charge.
CARTESIAN COORDINATES (ANGSTROEM)
C (-0.084, -0.559, 1.521)  -3.4511
N (-0.495, 0.177, 0.319)  0.0967
C (0.381, -0.243, -0.787)  -1.2878
N (0.167, 0.982, -1.739)  -0.7807
H (0.435, 0.155, 2.170)  0.5283
H (-0.964, -0.866, 2.186)  1.0345
H (0.480, -1.421, 1.227)  0.7042
H (-1.463, 0.175, -0.074)  0.6509
H (0.121, -1.150, -1.302)  0.1633
H (1.519, -0.352, -0.748)  0.6040
H (-0.790, 1.334, -1.468)  0.3307
H (0.694, 1.767, -1.303)  0.4071

=====

Of them, <A> has the lowest stability.

=====

<A>
A cluster of 2 separate species, C4H13N3O in total. Source: the Open Molecules 2025 dataset; level of theory: wB97M-V/def2-TZVPD.

Results
Structure (SMILES) ... C/C(N)=N/O.CCN
HOMO ... -8.30 eV
LUMO level ... 1.01 eV
2S+1 ... 1
Gap between HOMO and LUMO ... 0.34215 hartree

Each line ends with the Mulliken charge.
CARTESIAN COORDINATES (ANGSTROEM)
C (-1.730, -1.448, 0.315)  -0.9036
C (-1.597, 0.040, 0.378)  0.7823
N (-0.894, 0.587, 1.427)  -0.3863
N (-2.352, 0.719, -0.414)  -0.5645
O (-2.395, 2.122, -0.138)  -0.4469
H (-1.973, -1.877, 1.286)  0.3205
H (-0.769, -1.850, -0.010)  0.1290
H (-2.470, -1.730, -0.427)  0.3446
H (-0.638, -0.018, 2.190)  0.2003
H (-1.077, 1.556, 1.633)  0.2251
H (-3.137, 2.420, -0.676)  0.3519
C (1.819, 1.026, -1.004)  -0.8908
C (2.253, -0.142, -0.136)  -0.4608
N (1.323, -1.320, -0.304)  -0.5268
H (1.826, 0.749, -2.057)  0.3012
H (2.502, 1.860, -0.857)  0.3241
H (0.815, 1.336, -0.727)  0.1406
H (3.285, -0.433, -0.388)  0.3576
H (2.221, 0.128, 0.923)  0.2834
H (1.672, -2.091, 0.257)  0.2120
H (1.317, -1.634, -1.271)  0.2072

=====

<B>
A cluster of 2 separate species, C4H13N3O in total. Source: the Open Molecules 2025 dataset; level of theory: wB97M-V/def2-TZVPD.

Results
HOMO (spin up / spin down) ... -7.19 / -6.74 eV
LUMO level (spin up / spin down) ... 1.04 / 1.04 eV
2S+1 ... 1
Gap between HOMO and LUMO (spin up / spin down) ... 0.30253 / 0.28595 hartree

Each line ends with the Mulliken charge.
CARTESIAN COORDINATES (ANGSTROEM)
C (1.040, -0.428, 0.335)  -0.7090
C (-1.530, -0.458, -1.348)  -0.4716
C (3.261, 0.476, -0.134)  -0.9113
C (-2.519, -1.115, -0.404)  -0.8934
N (-0.401, 1.287, 0.923)  -0.6661
N (0.244, 0.185, 1.240)  0.3770
N (1.862, 0.334, -0.501)  -0.2862
O (-1.536, 1.350, 1.780)  -0.4518
H (-1.927, 2.202, 1.564)  0.3772
H (-0.225, -0.413, 1.925)  0.2967
H (1.417, 1.222, -0.703)  0.2965
H (-0.418, -0.572, -0.864)  0.1503
H (1.428, -1.387, 0.643)  0.5306
H (-1.519, -0.937, -2.326)  0.3815
H (-1.763, 0.592, -1.494)  0.2397
H (3.694, -0.512, 0.023)  0.3049
H (3.412, 1.070, 0.778)  0.2957
H (3.791, 0.950, -0.960)  0.3321
H (-2.299, -2.176, -0.287)  0.2554
H (-3.543, -1.019, -0.772)  0.3294
H (-2.470, -0.649, 0.580)  0.2223

=====

<C>
A cluster of 2 separate species, C4H13N3O in total. Source: the Open Molecules 2025 dataset; level of theory: wB97M-V/def2-TZVPD.

Results
Structure (SMILES) ... [H]/N=C(\N)NCCC.O
HOMO ... -9.68 eV
LUMO level ... 0.80 eV
2S+1 ... 1
Gap between HOMO and LUMO ... 0.38540 hartree

Each line ends with the Mulliken charge.
CARTESIAN COORDINATES (ANGSTROEM)
H (3.279, 1.531, -0.060)  0.2194
N (2.608, 1.110, -0.703)  -0.6707
C (1.449, 1.533, -0.430)  0.4387
N (1.104, 2.384, 0.614)  -0.4843
N (0.292, 1.071, -1.129)  -0.4214
C (-0.136, -0.245, -0.626)  0.0270
C (-1.652, -0.412, -0.618)  -0.4040
C (-2.092, -1.874, -0.542)  -1.1863
H (0.172, 2.747, 0.486)  0.2733
H (1.765, 3.141, 0.755)  0.2527
H (0.493, 0.976, -2.117)  0.2692
H (0.336, -1.091, -1.131)  0.3417
H (0.209, -0.341, 0.407)  -0.2538
H (-2.023, 0.050, -1.539)  0.3559
H (-2.119, 0.166, 0.189)  0.2451
H (-3.157, -1.910, -0.756)  0.3433
H (-1.552, -2.487, -1.242)  0.3461
H (-1.871, -2.255, 0.448)  0.3025
O (0.759, -1.646, 2.814)  -0.6487
H (0.987, -1.542, 1.889)  0.3402
H (1.148, -0.905, 3.290)  0.3142

=====

Of them, <B> has the lowest stability.

=====

<A>
A cluster of 3 separate species, C4H13N3O in total. Source: the Open Molecules 2025 dataset; level of theory: wB97M-V/def2-TZVPD.

Results
HOMO (spin up / spin down) ... -7.77 / -6.23 eV
LUMO level (spin up / spin down) ... 1.00 / 0.56 eV
2S+1 ... 1
Gap between HOMO and LUMO (spin up / spin down) ... 0.32236 / 0.24968 hartree

Each line ends with the Mulliken charge.
CARTESIAN COORDINATES (ANGSTROEM)
C (0.176, -0.250, -0.094)  0.1861
C (-1.502, 0.680, 0.659)  -0.6462
C (-0.062, -0.432, -1.569)  -1.5529
C (-2.561, -0.380, 0.575)  -0.9544
N (0.909, 0.756, 0.435)  -0.1937
N (2.971, -1.287, 0.813)  -0.3725
N (1.159, 1.829, -0.313)  -0.2767
O (2.313, -0.668, -0.221)  -0.3476
H (0.097, -1.106, 0.565)  0.5176
H (2.368, -1.982, 1.259)  0.2158
H (3.256, -0.598, 1.511)  0.2367
H (1.480, 2.623, 0.216)  0.2316
H (1.188, 1.733, -1.324)  0.1980
H (-1.261, 1.003, 1.667)  0.3555
H (-1.619, 1.515, -0.025)  0.3624
H (-0.548, -1.388, -1.751)  0.3328
H (-0.700, 0.359, -1.971)  0.3464
H (0.882, -0.433, -2.114)  0.4628
H (-2.716, -0.721, -0.450)  0.2626
H (-2.305, -1.248, 1.188)  0.2809
H (-3.525, -0.006, 0.943)  0.3548

=====

<B>
A cluster of 2 separate species, C4H13N3O in total. Source: the Open Molecules 2025 dataset; level of theory: wB97M-V/def2-TZVPD.

Results
Structure (SMILES) ... C/N=C\N.CNCO
HOMO ... -9.10 eV
LUMO level ... 0.95 eV
2S+1 ... 1
Gap between HOMO and LUMO ... 0.36938 hartree

Each line ends with the Mulliken charge.
CARTESIAN COORDINATES (ANGSTROEM)
C (-2.541, -1.271, 1.768)  -0.7864
N (-2.055, -0.482, 0.640)  -0.5459
C (-1.617, -1.091, -0.368)  0.1905
N (-1.463, -2.510, -0.510)  -0.6258
H (-3.578, -0.995, 1.957)  0.2679
H (-1.967, -0.983, 2.646)  0.2643
H (-2.481, -2.346, 1.608)  0.3397
H (-1.261, -0.505, -1.220)  0.4144
H (-1.692, -2.762, -1.458)  0.2683
H (-0.463, -2.696, -0.449)  0.2399
C (2.220, 2.284, -1.509)  -0.8836
N (1.426, 1.208, -0.936)  -0.2621
C (1.618, 1.085, 0.500)  -0.4187
O (0.979, -0.073, 0.971)  -0.5303
H (1.826, 3.246, -1.179)  0.2818
H (2.139, 2.259, -2.594)  0.3113
H (3.284, 2.250, -1.237)  0.3113
H (1.700, 0.318, -1.343)  0.2230
H (2.674, 0.985, 0.781)  0.3172
H (1.219, 1.989, 0.972)  0.3467
H (0.032, 0.089, 0.959)  0.2765

=====

Of them, <A> has the lowest stability.